Below is a single C4H7I2P molecule in a non-equilibrium geometry, with properties calculated with ωB97M-V with the def2-TZVPD basis set.

Properties
DFT total energy	-29750.3976	eV
LUMO level	0.1	eV
HOMO level	-0.3394	hartree
charge	0
SMILES	I[C@@H]1CCP[C@H]1I
energy relative to the best compared isomer or geometry (same formula, charge and spin)	1.054	eV
strongest force on any atom	0.065	Eh/bohr

Cartesian coordinates (Å):
I -0.803 1.352 -2.596
C 0.019 0.647 -0.721
C 0.587 -0.731 -0.716
C 0.981 -0.833 0.736
P -0.465 -0.339 1.745
C -0.974 0.807 0.405
I -0.966 2.922 1.180
H 0.862 1.450 -0.555
H 1.353 -0.826 -1.634
H -0.242 -1.487 -0.977
H 1.076 -1.883 0.929
H 1.918 -0.379 1.041
H -1.248 -1.234 1.059
H -2.099 0.536 0.104

These are the Löwdin partial charges, in e, on atoms 1 to 8: atom 1 (I): 0.757, atom 2 (C): -0.962, atom 3 (C): -0.351, atom 4 (C): -0.449, atom 5 (P): 0.867, atom 6 (C): -1.020, atom 7 (I): 0.630, atom 8 (H): 0.079